No. 1
{
  "formula": "C14H33ClHfIN4OP2",
  "method": "the ωB97M-V functional and the def2-TZVPD basis",
  "elements": ["C", "C", "N", "N", "N", "H", "H", "H", "H", "H", "H", "H", "Cl", "H", "H", "H", "H", "H", "H", "H", "H", "P", "H", "C", "H", "C", "C", "H", "C", "C", "C", "P", "H", "H", "H", "C", "I", "N", "H", "H", "C", "H", "H", "H", "C", "H", "H", "C", "O", "C", "H", "H", "H", "H", "C", "H", "Hf"],
  "coordinates": [[3.1880, 0.2359, 3.1293], [-2.9212, 2.9135, 0.1979], [3.8619, -1.3198, 0.8533], [2.4810, -1.0419, 2.8446], [1.6730, -0.1266, 0.6869], [0.6271, 3.9706, 0.4843], [3.0004, -0.6019, -0.9287], [0.4676, -1.6449, -3.6984], [-0.1158, 3.9108, -1.1375], [-2.7823, -1.7336, -2.8854], [4.0789, -0.0001, 3.7270], [-0.9663, 4.7553, 0.1829], [1.3787, 1.2775, -2.4525], [-2.1726, -3.4224, -2.8995], [2.9221, -2.8834, 1.9132], [-0.0941, -3.3301, -3.5331], [0.6256, -0.1190, 2.5516], [-3.2600, 2.7808, -0.8345], [-6.8005, 0.5009, -2.7080], [4.3047, -2.0756, 2.7629], [4.8764, 0.4323, 0.2412], [-0.7346, -2.0177, -1.5905], [0.7995, -1.7335, 1.8012], [-1.1337, 2.2720, 2.2062], [-1.9068, 1.5734, 2.5307], [3.4285, -1.9282, 2.1238], [-2.3360, -2.5302, -2.2820], [1.3549, -2.7618, -2.6286], [-0.5125, -3.3168, -0.3603], [-4.9415, 0.2682, -1.7537], [-0.3260, 3.8963, -0.0587], [-1.2060, 2.3494, 0.4066], [-2.9681, 3.9746, 0.4746], [1.7562, 1.8072, 1.5979], [-3.5733, 2.3200, 0.8450], [0.3573, -2.4840, -2.9973], [-2.1345, 0.9039, -2.4895], [3.6199, 0.8889, 1.8782], [2.1788, -2.0142, -0.1868], [5.3922, -0.2545, 1.8434], [-5.7258, 0.7007, -2.8852], [-1.3413, 3.2642, 2.6166], [0.4094, -3.1828, 0.2128], [2.7519, 1.6370, 0.1092], [2.4359, 1.1468, 1.0410], [-3.0216, -2.7550, -1.4603], [2.5074, 0.9007, 3.6702], [2.6813, -1.0559, 0.0120], [-4.9822, -0.2263, -0.6807], [1.3119, -0.7728, 2.0008], [-5.3720, 0.1559, -3.7757], [-1.3606, -3.2581, 0.3253], [-0.5148, -4.2891, -0.8621], [-0.1666, 1.9049, 2.5602], [4.5413, -0.0393, 1.1805], [-5.5508, 1.7792, -3.0310], [-0.0905, 0.3985, -0.8914]],
  "total_charge": 3,
  "homo_lumo_gap_ha": 0.2022,
  "e_above_lowest_kj_mol": 0.0,
  "energy_ha": -2335.18329,
  "homo_ev": -16.872
}

---

No. 2
{
  "formula": "C14H33F6O21P3S2Zn",
  "method": "the ωB97M-V functional and the def2-TZVPD basis",
  "elements": ["Zn", "O", "S", "H", "F", "O", "O", "H", "H", "C", "C", "O", "O", "O", "O", "F", "F", "H", "O", "O", "H", "H", "F", "O", "C", "C", "P", "H", "H", "H", "H", "C", "H", "H", "H", "H", "H", "O", "C", "H", "H", "O", "C", "F", "O", "H", "C", "H", "O", "H", "H", "H", "H", "O", "O", "O", "O", "C", "H", "H", "C", "C", "H", "H", "H", "O", "O", "C", "H", "H", "C", "C", "H", "F", "P", "H", "S", "H", "O", "P"],
  "coordinates": [[8.2613, 9.1617, 18.8441], [10.0679, 5.8306, 18.5644], [6.1590, 8.9048, 21.3362], [6.3692, 3.5518, 18.0430], [10.2893, 4.3679, 21.0256], [6.6544, 8.8912, 19.9412], [10.4421, 12.6774, 19.9984], [8.4355, 9.7520, 15.4290], [9.1462, 10.7726, 23.5762], [10.7028, 14.0354, 19.7527], [4.8759, 11.0314, 18.3565], [7.5227, 12.5899, 16.6618], [10.5513, 9.4626, 15.2997], [7.3377, 10.5970, 17.6120], [7.5097, 7.9353, 17.4440], [3.7703, 7.8287, 20.7121], [4.5948, 7.1638, 22.5785], [7.0477, 5.2142, 14.0529], [5.3699, 10.0990, 21.6152], [5.2562, 6.9139, 16.6854], [6.6999, 14.3178, 17.3383], [5.2387, 4.4877, 19.0800], [10.1070, 6.0798, 22.3571], [7.4597, 5.9552, 15.8754], [8.5163, 11.5634, 23.1690], [6.8830, 4.9207, 15.0913], [9.1053, 12.0635, 20.6333], [5.0859, 10.0297, 17.9908], [7.4615, 14.4141, 15.7240], [12.0515, 7.7209, 17.3283], [13.7584, 8.3139, 17.0821], [9.2712, 9.7568, 14.7252], [5.1695, 11.0696, 19.4076], [8.2844, 12.2621, 23.9691], [3.8107, 11.2467, 18.3745], [9.8333, 14.5470, 19.3358], [5.8224, 4.7126, 15.2182], [9.1878, 7.7278, 19.7890], [11.8155, 12.4174, 15.9525], [11.0992, 14.5858, 20.6103], [7.6300, 11.0824, 22.7665], [7.1775, 8.5848, 22.3057], [6.8769, 11.6576, 17.3247], [8.3786, 5.3885, 21.1912], [9.9269, 9.5860, 17.8028], [11.5085, 14.0797, 19.0148], [9.7088, 5.5643, 21.1926], [9.2864, 10.6913, 14.1701], [11.5401, 7.0923, 20.0015], [9.0594, 8.8871, 14.1009], [4.6368, 6.9827, 14.7529], [11.4555, 13.0424, 15.1360], [5.8829, 13.6923, 15.8674], [6.7093, 5.6057, 18.2822], [12.3595, 9.8349, 17.0363], [8.8455, 10.6841, 20.2152], [7.9589, 13.0882, 20.1924], [6.8333, 13.8179, 16.3808], [12.5582, 11.7468, 15.5262], [12.2088, 13.0521, 16.7409], [4.9982, 7.6880, 15.5067], [12.7694, 8.5326, 17.4724], [5.9215, 8.0875, 15.0824], [6.6982, 14.1589, 21.3932], [5.8332, 13.3473, 20.1235], [5.6626, 12.0371, 17.6915], [10.7589, 11.6554, 16.5596], [5.8246, 4.4857, 18.1598], [5.0715, 4.5496, 17.3770], [12.8365, 8.4882, 18.5644], [6.6798, 13.2416, 20.8006], [4.9003, 7.4682, 21.3280], [6.4760, 12.3791, 21.4328], [5.4275, 6.4360, 20.6956], [10.8233, 10.0868, 16.7457], [7.4352, 3.9983, 15.2751], [10.1781, 6.6661, 19.7587], [4.2458, 8.4422, 15.7114], [9.3147, 12.2618, 22.1896], [6.7961, 6.6881, 17.1277]],
  "homo_lumo_gap_ha": 0.3268,
  "e_above_lowest_kj_mol": 44.7,
  "energy_ha": -6332.64922,
  "homo_ev": -8.873
}

---

No. 3
{
  "formula": "C14H33F6O21P3S2Zn",
  "method": "the ωB97M-V functional and the def2-TZVPD basis",
  "elements": ["O", "S", "H", "C", "H", "H", "F", "H", "H", "H", "F", "H", "O", "H", "H", "O", "O", "H", "F", "O", "O", "O", "O", "O", "H", "H", "H", "O", "C", "Zn", "H", "C", "P", "H", "H", "C", "C", "C", "H", "O", "H", "H", "S", "P", "H", "H", "H", "C", "P", "F", "F", "H", "H", "O", "C", "O", "H", "H", "O", "H", "H", "H", "C", "H", "O", "O", "C", "C", "O", "O", "C", "O", "O", "F", "C", "H", "O", "H", "C", "H"],
  "coordinates": [[0.9865, -1.6793, -0.2120], [-1.9352, -1.0770, -3.0186], [0.0090, 3.3037, -1.9868], [-2.7259, 2.7528, -3.0471], [0.1239, -0.4441, 3.8684], [-4.7855, 3.7020, 0.3542], [-2.8124, -3.3770, -0.0698], [-4.5405, 3.4530, 2.0859], [1.2807, -1.7464, 3.9430], [-0.3062, -3.9064, -0.3114], [-0.2248, -2.9075, -3.9867], [0.4108, -5.1101, -1.4045], [1.0196, 0.7793, -1.4495], [-4.6162, -0.5253, -0.7193], [-0.9946, 2.8763, 2.8830], [1.7873, 2.4951, -2.6557], [2.1075, 0.4409, -3.3342], [2.9976, 1.6736, -4.7673], [-3.1790, -4.5008, 1.7507], [-3.3786, -0.9661, -2.9505], [-0.6626, -3.2253, 2.3406], [1.8353, -4.1049, -0.3331], [2.9436, 1.8368, 1.8756], [-2.8475, 3.1259, 0.8275], [1.3601, 3.4677, -0.8300], [0.2255, 4.1745, 3.0815], [-3.5908, 2.1514, -3.3349], [-1.2253, -1.1625, -1.7284], [1.0873, 3.4457, -1.8837], [-0.3627, -0.1923, -0.2181], [4.9190, -0.8547, 0.0858], [0.0168, 3.1995, 2.6519], [-2.8122, 2.2016, -0.4803], [1.1665, -0.5682, 5.2687], [3.6695, -4.3595, 1.7729], [3.4903, -3.3841, 2.2425], [-4.0621, 3.7857, 1.1633], [3.9634, -0.9225, -0.4307], [4.4195, -2.8304, 2.1071], [-1.2538, -0.1351, -3.8836], [0.4133, -5.3113, 0.4356], [4.0066, 3.5085, 2.2714], [-1.7578, -2.2940, 2.1166], [2.0373, -2.6346, 0.1686], [0.1793, 3.1925, 1.5764], [3.9913, 1.1607, -3.3309], [3.2270, -0.2581, 0.0203], [0.4853, -4.6444, -0.4254], [1.6085, 1.1593, 2.4033], [-4.2686, -2.6928, 1.3833], [-1.9677, -3.6985, -2.9510], [3.2784, -3.6292, 3.2822], [3.6210, 2.5448, 3.7350], [0.8848, 2.2446, 3.3311], [-1.5190, -2.7534, -3.7776], [2.0968, 0.0754, 3.4487], [-1.8517, 2.1278, -3.2272], [-3.8092, -0.0938, 0.7446], [3.4965, -2.2811, -0.4238], [-3.9132, 4.8534, 1.3432], [-2.7281, 3.6213, -3.7016], [1.2444, 4.4453, -2.2861], [-4.5523, 0.2653, 0.0254], [4.8886, 2.0491, 2.6577], [-1.4067, -1.2280, 1.1619], [-2.8550, 3.2063, -1.6984], [1.6112, 1.2070, -2.3966], [3.2618, 0.8696, -4.0867], [-2.3737, -1.8265, 3.3519], [-1.7257, 1.2185, -0.5330], [-3.0865, -3.2885, 1.2190], [0.7520, 0.6617, 1.3317], [2.3478, -2.7383, 1.7319], [-2.1440, -2.9011, -4.9447], [1.1370, -0.6975, 4.1885], [3.6529, 0.0196, -4.6353], [-4.2623, 1.5268, -0.5559], [-5.4826, 0.3205, 0.5911], [3.8950, 2.5023, 2.6795], [4.0839, -0.6951, -1.4911]],
  "homo_lumo_gap_ha": 0.3463,
  "e_above_lowest_kj_mol": 0.0,
  "energy_ha": -6332.66626,
  "homo_ev": -9.395
}

---

No. 4
{
  "formula": "C14H33N3O4S4",
  "method": "the ωB97M-V functional and the def2-TZVPD basis",
  "elements": ["H", "H", "H", "H", "H", "S", "C", "H", "H", "C", "H", "O", "H", "C", "H", "C", "C", "H", "H", "S", "H", "H", "H", "H", "H", "H", "H", "S", "H", "H", "H", "C", "N", "H", "H", "C", "O", "C", "C", "H", "H", "H", "S", "H", "N", "C", "N", "H", "O", "C", "H", "C", "O", "H", "C", "C", "H", "H"],
  "coordinates": [[-0.8381, 24.0978, -21.0047], [-4.8452, 25.9646, -22.9284], [-7.8304, 23.1194, -19.3040], [1.0002, 22.4635, -21.5173], [-5.7227, 22.5322, -13.4929], [-8.0175, 23.4204, -21.6482], [-4.8005, 23.4824, -18.3488], [-8.7265, 21.3429, -22.4415], [-5.4067, 24.1351, -12.7956], [-1.3108, 26.3890, -19.2503], [-4.4156, 22.4979, -18.1225], [-1.1031, 20.7223, -20.9326], [-6.0781, 28.3468, -21.4504], [-7.5638, 25.5364, -13.5715], [-9.8900, 22.0870, -21.3221], [-3.8990, 18.7648, -18.5896], [-8.8330, 21.8671, -21.4943], [-8.3907, 21.2928, -20.6882], [0.3305, 26.9331, -20.4471], [-4.8553, 26.4893, -20.6094], [-6.8513, 25.9300, -12.8310], [-5.2758, 24.6196, -21.9000], [-8.5495, 25.9340, -13.3659], [-0.9400, 22.8823, -19.7047], [-7.2229, 25.8049, -14.5761], [-5.6632, 23.9671, -14.5772], [-9.3241, 24.0337, -19.7829], [-1.2594, 21.8983, -21.7557], [0.2029, 23.1687, -22.9871], [-5.1885, 23.4592, -19.3714], [-7.7046, 24.8171, -19.7807], [-8.2609, 23.8890, -19.9504], [-6.8014, 23.9691, -16.8660], [-2.4237, 23.4514, -20.4661], [-4.3604, 18.0750, -17.8967], [-5.9262, 23.5946, -13.5945], [-8.9097, 24.2785, -22.4758], [-4.8506, 19.7142, -19.0751], [-5.0405, 28.1740, -21.1588], [-4.8369, 28.7915, -20.2835], [-0.4329, 28.2675, -19.5680], [-4.3383, 28.3928, -21.9637], [-7.6416, 23.7918, -13.3211], [0.6389, 21.4439, -22.9357], [-5.6678, 20.4619, -19.4103], [0.3133, 22.3002, -22.3412], [-1.8139, 25.6628, -18.5987], [-3.0777, 19.2922, -18.0833], [-5.8941, 26.2574, -19.5993], [-5.9081, 23.7755, -17.4992], [-4.0030, 24.2120, -18.2614], [-1.3749, 23.2346, -20.6414], [-7.8759, 23.5899, -11.8577], [-6.4910, 25.9365, -22.1620], [-5.4439, 25.6812, -22.0527], [-0.6147, 27.3506, -20.1117], [-3.4499, 18.2360, -19.4227], [-1.2305, 27.5615, -20.9793]],
  "homo_lumo_gap_ha": 0.3037,
  "e_above_lowest_kj_mol": 0.0,
  "energy_ha": -2611.03248,
  "homo_ev": -8.373
}